The following is a quantum chemistry calculation of 15 unconnected molecules or ions with the total composition C56H155N13O15 at a distorted geometry, from OMol25.

The geometry in XYZ format:
```
239
C56H155N13O15 | OMol25 | ωB97M-V/def2-TZVPD
C 20.86668 21.18343 14.81404
C 21.59506 21.53992 16.14680
C 21.99144 23.01694 16.21322
O 22.90535 23.07155 15.13464
C 23.27360 24.34545 14.75566
N 20.66579 21.08477 17.18038
H 21.55692 21.20584 13.96461
H 19.99862 21.77121 14.65910
H 20.55143 20.07521 15.02704
H 22.50769 20.98535 16.19166
H 22.51745 23.36626 17.06804
H 21.08776 23.60578 16.08557
H 23.03466 24.42737 13.66638
H 24.36525 24.54457 14.78121
H 22.77056 25.21114 15.25864
H 21.13656 21.14984 18.10302
H 20.41700 20.05667 17.01876
C 15.10613 17.39110 15.63665
C 14.37429 18.21564 14.49712
C 15.06008 19.52272 14.19506
O 16.35202 19.22937 13.76141
C 17.23182 20.34051 13.86206
N 14.33199 17.31009 13.32271
H 14.50654 16.48846 15.76807
H 15.30687 18.00267 16.49921
H 16.05235 17.09205 15.15777
H 13.34097 18.43824 14.82487
H 15.01448 20.23406 15.09212
H 14.49198 20.02560 13.37737
H 17.05507 21.08048 13.06505
H 18.25718 19.96507 13.78187
H 17.19858 20.68590 14.91620
H 13.67200 17.71053 12.62902
H 15.30495 17.33587 12.97577
C 22.20319 18.13857 21.62232
C 23.30703 18.29726 20.59247
C 24.15506 17.04281 20.57422
O 25.29471 17.39720 19.88024
C 26.32189 16.38322 19.98477
N 22.76940 18.78552 19.30563
H 21.52015 17.44808 21.17562
H 21.59438 19.01033 21.82052
H 22.61940 17.85133 22.60070
H 23.99729 19.02785 20.98664
H 23.72037 16.17450 20.11305
H 24.34341 16.75797 21.64805
H 26.58712 16.23262 21.05203
H 27.20847 16.76348 19.41440
H 26.03851 15.44781 19.49600
H 22.37293 17.92992 18.79091
H 23.48945 19.03095 18.64870
C 23.65585 17.20444 15.94673
C 24.30789 15.81831 15.46360
C 25.75435 15.79803 16.04070
O 26.51186 16.64368 15.24346
C 27.53439 17.38678 15.92608
N 23.44278 14.72972 15.86857
H 23.42478 17.25060 16.99421
H 22.68547 17.35758 15.51808
H 24.26042 18.06482 15.64262
H 24.53371 15.94733 14.37126
H 26.18742 14.81350 16.06843
H 25.74906 16.23382 17.03524
H 27.11085 18.22354 16.44578
H 28.17762 17.75913 15.10926
H 28.11487 16.72325 16.56256
H 22.67615 15.07201 16.38960
H 23.02441 14.24815 15.07433
C 15.44827 20.70365 18.83792
C 16.85051 21.21103 18.48034
C 17.84451 21.05232 19.62315
O 17.69980 19.63430 19.96086
C 18.38409 19.40778 21.18131
N 17.30641 20.46665 17.33012
H 14.63709 21.07380 18.11154
H 15.25128 21.04483 19.86216
H 15.36119 19.61036 18.75614
H 16.84063 22.24502 18.22738
H 17.54271 21.59344 20.54714
H 18.86933 21.35207 19.38257
H 18.45969 18.30003 21.26052
H 17.92831 19.96757 22.05470
H 19.39941 19.85696 21.15048
H 17.06238 19.51182 17.25723
H 18.30316 20.65952 17.22137
C 25.99391 12.55883 19.23143
C 24.64041 12.72985 19.89380
C 24.75623 13.30614 21.32300
O 23.50715 13.64631 21.90938
C 23.71583 14.00785 23.30527
N 23.89728 13.63327 19.05561
H 26.64372 11.85298 19.74113
H 26.51940 13.53472 19.03014
H 25.76086 12.10067 18.21913
H 24.23406 11.67780 20.02331
H 25.44135 14.16913 21.39915
H 25.12290 12.54216 22.00970
H 24.39003 14.89182 23.40179
H 24.12290 13.13496 23.77660
H 22.76026 14.15724 23.73257
H 22.95082 13.74028 19.29766
H 23.97639 13.53597 18.03489
C 20.81616 16.98559 12.64954
C 19.32434 16.70256 12.48149
C 18.79252 17.13204 11.10180
O 17.49258 16.69353 10.86288
C 16.82618 17.58108 9.97097
N 19.06059 15.29277 12.78497
H 21.53504 16.18645 12.25599
H 21.11628 17.21003 13.66438
H 20.96051 17.91897 12.11448
H 18.78396 17.27007 13.20905
H 19.43236 16.82844 10.27676
H 18.73007 18.22268 10.96094
H 17.34457 17.72543 9.06216
H 16.67434 18.63492 10.42347
H 15.88906 17.21705 9.73026
H 18.13377 15.19825 12.35555
H 19.60985 14.74303 12.10396
C 10.58527 14.41312 14.16005
C 10.24304 14.93317 15.55019
C 11.22744 16.07226 15.81643
O 10.99468 16.61407 17.12313
C 12.03212 17.38549 17.71376
N 8.87810 15.51046 15.53039
H 10.67240 15.22803 13.46732
H 9.68996 13.84789 13.81435
H 11.48660 13.85593 14.14061
H 10.46075 14.20625 16.31213
H 11.01073 16.90419 15.05701
H 12.21338 15.66184 15.67361
H 13.01375 16.83858 17.74232
H 11.66479 17.50430 18.72677
H 12.21643 18.27893 17.08104
H 8.13935 14.80492 15.54597
H 8.79979 15.93183 16.47092
C 14.43756 14.44574 19.92141
C 14.98787 13.96571 18.60030
C 15.14607 12.47354 18.65457
O 15.40970 11.99445 17.33284
C 15.83092 10.66341 17.37198
N 14.13651 14.36518 17.41951
H 15.19657 14.24647 20.71351
H 13.54004 13.93681 20.23633
H 14.24816 15.47894 19.88991
H 15.94710 14.42309 18.28798
H 14.25598 11.93994 19.11077
H 16.00372 12.29240 19.32515
H 16.06626 10.33660 16.35141
H 15.07217 9.98032 17.76528
H 16.66191 10.48629 17.99409
H 13.27613 13.81696 17.44146
H 14.59970 14.08669 16.55079
C 11.96264 16.27411 24.01416
C 13.14457 15.54091 23.36053
C 14.25841 16.43853 22.96808
O 13.90495 17.15896 21.74669
C 14.94669 18.10861 21.39521
N 13.66274 14.52182 24.20762
H 11.76839 17.28280 23.57101
H 12.20424 16.46249 25.06288
H 11.04202 15.69214 24.01852
H 12.75203 15.08840 22.44446
H 15.17574 15.90941 22.75180
H 14.48293 17.08782 23.78702
H 15.21700 18.87183 22.09348
H 14.69112 18.58938 20.43397
H 15.80711 17.45991 21.18984
H 13.03043 13.77683 24.38886
H 14.51673 14.06027 23.91855
C 17.97199 14.81956 24.03123
C 18.59863 13.67971 23.22534
C 18.40960 12.35354 24.00657
O 17.00747 12.02956 24.02145
C 16.69492 10.91905 24.83426
N 18.08038 13.66304 21.85020
H 18.52835 15.09919 24.89433
H 16.95334 14.58187 24.28178
H 17.92016 15.71006 23.44353
H 19.69051 13.73722 23.08841
H 18.68672 12.35981 25.07032
H 18.94384 11.55816 23.52156
H 15.62811 10.80551 24.95322
H 17.16026 11.08719 25.87266
H 17.19528 10.04121 24.51634
H 17.09732 13.60636 21.72492
H 18.64859 13.07908 21.25883
C 17.11471 16.72829 18.78261
C 18.04881 15.79820 18.03676
C 19.37794 16.56747 17.89470
O 19.21406 17.85240 17.11835
C 18.96178 17.56551 15.71844
N 18.34528 14.55792 18.83213
H 17.30449 17.86912 18.50040
H 17.38180 16.51706 19.83374
H 16.06074 16.39279 18.70174
H 17.66834 15.50448 17.05605
H 20.03487 15.91585 17.34415
H 19.70535 16.87023 18.84939
H 18.71718 18.51482 15.26642
H 18.04706 17.01422 15.70282
H 19.78098 17.04973 15.25586
H 17.83030 13.84034 18.35420
H 18.02360 14.62928 19.77070
C 21.78222 10.61635 21.60372
C 21.16896 11.08281 20.31856
C 19.85173 10.35760 19.90366
O 20.13863 9.02424 19.63255
C 19.02479 8.24790 19.22869
N 20.83528 12.52106 20.43367
H 22.26018 9.61938 21.42891
H 20.95924 10.45567 22.36122
H 22.68539 11.21452 21.88236
H 21.83979 10.84858 19.43540
H 19.44066 10.87459 19.00334
H 19.17178 10.47309 20.84327
H 19.33596 7.28396 18.94652
H 18.52437 8.69135 18.37119
H 18.35376 8.05741 20.06405
H 21.69534 12.90540 20.72953
H 20.61365 12.93133 19.54458
C 15.90491 13.54846 12.74793
C 15.51811 13.88158 14.16525
O 14.14585 14.42344 14.26995
H 15.16405 12.91897 12.23680
H 16.83289 12.96964 12.75000
H 16.19711 14.49715 12.22607
H 16.22722 14.61986 14.54291
H 15.56886 13.05004 14.88063
H 14.14158 15.30809 13.79437
C 20.25033 11.66611 15.12794
C 20.51343 13.07457 15.75999
O 20.75613 14.13606 14.87066
H 19.24861 11.63124 14.65186
H 20.35789 10.91260 15.89214
H 20.92202 11.49874 14.28418
H 21.39692 13.08763 16.40900
H 19.60635 13.27456 16.34128
H 19.96225 14.20639 14.26260
```

Output
E_HOMO	-0.3120	hartree
LUMO energy	0.601	eV
electronic energy	-110659.589	eV
frontier orbital gap	0.3341	Ha